# C32H28F10N7OV

A molecular structure, C32H28F10N7OV at a distorted geometry (ωB97M-V/def2-TZVPD, OMol25).

```
79
Properties=species:S:1:pos:R:3:forces:R:3
V 0.234 -0.051 -0.621 -0.5 0.8 -0.8
C 1.126 -1.907 -3.219 0.0 0.0 -0.1
N 0.024 -1.061 -2.740 0.0 0.0 0.2
C -1.202 -1.850 -2.559 -0.1 -0.1 0.0
C -2.287 -1.039 -1.876 0.0 0.0 0.2
N -1.812 -0.468 -0.618 0.0 0.0 -0.1
C -2.790 -0.164 0.290 0.0 0.2 0.0
C -4.165 0.059 0.020 0.1 0.1 0.0
F -4.641 0.160 -1.244 0.2 -0.2 -0.1
C -5.115 0.301 0.997 0.0 0.0 0.0
F -6.390 0.501 0.630 0.0 0.0 0.0
C -4.771 0.386 2.327 0.0 0.0 0.0
F -5.692 0.615 3.276 0.0 0.0 0.0
C -3.435 0.223 2.644 0.0 0.1 0.0
F -3.047 0.281 3.925 0.0 0.0 0.0
C -2.499 -0.032 1.665 0.1 -0.2 0.2
F -1.241 -0.217 2.098 -0.3 0.1 0.1
C -0.190 0.007 -3.754 -0.1 0.0 -0.1
C 0.460 1.302 -3.319 0.0 0.0 0.0
N -0.053 1.589 -1.997 0.1 -0.2 0.1
C -0.578 2.783 -1.676 0.0 -0.1 0.1
C -0.817 2.995 -0.308 -0.1 0.1 0.1
F -0.475 1.962 0.517 0.2 -0.3 0.1
C -1.299 4.147 0.256 0.0 0.0 0.0
F -1.454 4.241 1.582 0.0 0.0 0.0
C -1.617 5.218 -0.564 0.0 0.0 0.0
F -2.108 6.361 -0.053 0.0 0.0 0.0
C -1.432 5.065 -1.924 0.0 0.0 0.0
F -1.752 6.076 -2.744 0.0 0.0 0.0
C -0.942 3.890 -2.467 0.0 0.1 0.0
F -0.828 3.863 -3.816 0.0 0.0 0.0
H 0.827 -2.412 -4.147 0.0 0.0 0.0
H 1.399 -2.652 -2.485 0.0 -0.1 0.1
H 1.999 -1.290 -3.411 0.0 0.0 0.0
H -0.954 -2.729 -1.959 0.0 0.1 0.0
H -1.577 -2.200 -3.533 0.0 0.0 0.0
H -3.114 -1.735 -1.701 -0.1 0.0 0.0
H -2.664 -0.273 -2.559 0.0 0.0 0.0
H -1.260 0.182 -3.847 0.0 0.0 0.0
H 0.181 -0.341 -4.726 0.0 0.0 0.0
H 0.258 2.072 -4.060 -0.1 0.0 0.0
H 1.548 1.173 -3.289 0.0 0.0 0.0
O 2.168 -0.047 -1.359 0.6 0.3 0.1
N 3.387 0.246 -1.589 -0.3 -0.1 -0.1
C 3.783 1.496 -1.574 0.2 0.1 0.1
C 5.170 1.708 -1.881 -0.1 -0.1 0.0
N 6.281 1.879 -2.127 0.0 0.1 0.0
C 3.004 2.663 -1.276 -0.2 -0.2 -0.2
N 2.419 3.636 -1.088 0.0 0.0 0.1
C 1.049 1.374 3.389 0.0 0.0 0.0
C 2.311 0.672 2.858 0.0 0.0 0.0
C 2.846 1.366 1.615 0.1 0.0 0.0
C 2.126 -0.835 2.761 0.1 0.0 0.0
C 2.724 -1.557 3.791 0.0 0.0 0.0
C 2.554 -2.919 3.938 0.0 0.0 0.0
C 1.724 -3.579 3.053 0.0 0.0 0.0
C 1.094 -2.916 2.008 0.0 -0.1 0.1
C 0.146 -3.747 1.168 -0.1 0.0 0.1
C -1.284 -3.202 1.150 0.1 0.0 0.0
C 0.695 -3.952 -0.234 0.0 0.0 -0.1
C 1.343 -1.535 1.806 -0.2 0.4 0.0
N 0.771 -0.890 0.714 0.3 -0.6 0.2
H 1.332 2.225 4.011 0.0 0.0 0.0
H 0.433 0.704 3.988 0.0 0.0 0.1
H 0.434 1.750 2.577 -0.1 0.0 0.0
H 3.085 0.795 3.620 -0.1 0.0 0.0
H 2.207 1.201 0.753 0.0 0.0 0.0
H 3.849 1.013 1.367 0.0 0.0 0.0
H 2.894 2.445 1.783 0.0 0.0 0.0
H 3.333 -1.018 4.506 0.0 0.0 0.0
H 3.043 -3.453 4.743 0.0 0.0 0.0
H 1.539 -4.640 3.176 0.0 0.0 0.0
H 0.112 -4.727 1.654 0.0 0.0 0.0
H -1.336 -2.260 0.607 0.0 -0.1 0.0
H -1.648 -3.031 2.165 0.0 0.0 0.0
H -1.953 -3.917 0.663 0.0 0.0 0.0
H 0.859 -2.979 -0.686 0.0 0.0 -0.1
H -0.002 -4.523 -0.853 0.0 0.0 0.0
H 1.651 -4.478 -0.212 0.0 0.0 0.0
```
Forces are in eV/Å.

Computed properties:
Energy relative to the best compared isomer or geometry (same formula, charge and spin) in kJ/mol: 151.1
Spin multiplicity: 2
⟨S²⟩: 0.917
Gap between HOMO and LUMO (alpha / beta) in hartree: 0.253 / 0.265
Total charge: -1